Formula: C11H24ClIN2O2PSY
Source: the OMol25 dataset
Level of theory: ωB97M-V/def2-TZVPD

The energy above the lowest of the compared OMol25 structures with the same formula, charge and spin comes out at 493.3 kJ/mol. Its charge is +2. The calculation puts the HOMO energy at -14.06 eV. The orbital gap is 0.229 Ha. For the molar mass, the calculation gives 530.63 g/mol. For the calculated total energy, the calculation gives -2228.62511 Ha.

Structure (XYZ):
```
44
C11H24ClIN2O2PSY (ωB97M-V/def2-TZVPD)
C -3.98 2.93 -6.67
C -3.72 1.87 -5.65
H -4.82 2.64 -7.32
H -3.07 3.09 -7.26
H -4.20 3.87 -6.16
O -4.31 0.82 -5.50
I -2.03 2.40 -4.31
Y -0.05 0.11 -0.70
P 1.54 -0.94 -2.09
C 1.77 -2.72 -2.00
C 1.07 -0.59 -3.80
H 3.12 0.88 -1.99
H 3.84 -0.61 -2.69
H 3.60 -0.47 -0.92
C 3.19 -0.22 -1.91
H 0.93 0.49 -3.93
H 1.85 -0.96 -4.47
H 2.50 -3.03 -2.75
H 0.82 -3.23 -2.17
H 0.12 -1.09 -4.03
H 2.14 -3.00 -1.00
C -0.42 -1.70 0.23
O -0.66 -2.69 0.73
Cl 0.50 2.14 -1.55
C -2.52 0.16 2.91
N -1.29 0.08 3.72
C -1.52 0.10 5.18
C -0.01 0.00 3.14
S 0.00 0.04 1.62
N 1.26 -0.08 3.73
C 1.60 -0.11 5.17
C 2.50 -0.16 2.91
H -3.45 0.23 3.51
H -2.61 -0.74 2.28
H -2.49 1.07 2.27
H -1.17 -0.85 5.61
H -1.05 0.99 5.62
H -2.59 0.17 5.45
H 2.13 -1.04 5.42
H 2.24 0.75 5.42
H 0.75 -0.05 5.86
H 2.47 -1.07 2.27
H 2.58 0.74 2.27
H 3.43 -0.23 3.51
```

For reference, the Löwdin charges in units of e are:
1 C -0.105
2 C -0.781
3 H 0.104
4 H 0.087
5 H 0.088
6 O 0.014
7 I 0.699
8 Y 0.524
9 P 0.633
10 C -0.241
11 C -0.234
12 H 0.042
13 H 0.075
14 H 0.060
15 C -0.228
16 H 0.019
17 H 0.078
18 H 0.072
19 H 0.066
20 H 0.066
21 H 0.063
22 C -0.381
23 O 0.184
24 Cl 0.081
25 C -0.052
26 N -0.159
27 C -0.032
28 C -0.618
29 S 0.914
30 N -0.153
31 C -0.028
32 C -0.066
33 H 0.113
34 H 0.087
35 H 0.092
36 H 0.109
37 H 0.110
38 H 0.107
39 H 0.115
40 H 0.116
41 H 0.064
42 H 0.087
43 H 0.092
44 H 0.115

=====

Formula: C5H8F3N3S
Source: the OMol25 dataset
Level of theory: ωB97M-V/def2-TZVPD

The energy above the lowest of the compared OMol25 structures with the same formula, charge and spin comes out at 202.1 kJ/mol. Its charge is +2. The calculation puts the HOMO energy at -18.11 eV. The orbital gap is 0.329 Ha. For the molar mass, the calculation gives 199.20 g/mol. For the calculated total energy, the calculation gives -1056.63894 Ha.

Structure (XYZ):
```
20
C5H8F3N3S (ωB97M-V/def2-TZVPD)
C 1.19 -0.28 0.49
C -1.81 -0.56 0.36
C 0.32 0.23 -0.37
C 0.78 -1.46 1.29
C 0.72 -2.74 0.40
N -1.07 0.12 -0.55
N -1.35 -1.14 1.41
N 0.80 1.19 -1.48
F 1.99 -3.03 -0.02
F 0.14 -3.76 0.96
F 0.08 -2.40 -0.75
S 1.34 -1.50 2.86
H 2.13 0.27 0.77
H -2.80 -0.12 0.40
H -1.41 0.32 -1.50
H -1.76 -1.62 2.18
H 0.18 2.09 -1.48
H 0.61 0.55 -2.39
H 1.83 1.55 -1.53
H 1.00 -2.82 3.21
```

For reference, the Löwdin charges in units of e are:
1 C -0.023
2 C -0.125
3 C -0.229
4 C -0.519
5 C -0.618
6 N 0.112
7 N 0.221
8 N 0.222
9 F 0.165
10 F 0.220
11 F 0.136
12 S 1.065
13 H 0.167
14 H 0.174
15 H 0.183
16 H 0.138
17 H 0.221
18 H 0.247
19 H 0.231
20 H 0.013

=====

Formula: C21H63O28P7
Source: the OMol25 dataset
Level of theory: ωB97M-V/def2-TZVPD

The energy above the lowest of the compared OMol25 structures with the same formula, charge and spin comes out at 14.6 kJ/mol. Its SMILES is COP(=O)(OC)OC.COP(=O)(OC)OC.COP(=O)(OC)OC.COP(=O)(OC)OC.COP(=O)(OC)OC.COP(=O)(OC)OC.COP(=O)(OC)OC. The calculation puts the HOMO energy at -10.00 eV. The orbital gap is 0.377 Ha. For the molar mass, the calculation gives 980.53 g/mol. For the calculated total energy, the calculation gives -5334.79380 Ha.

Structure (XYZ):
```
119
C21H63O28P7 (ωB97M-V/def2-TZVPD)
C -0.72 -4.66 -4.17
O -1.79 -5.45 -3.68
P -3.23 -4.83 -3.44
O -4.17 -5.79 -2.90
O -2.99 -3.56 -2.54
C -2.83 -3.76 -1.13
O -3.61 -4.15 -4.80
C -3.52 -4.85 -6.04
H -0.31 -5.06 -5.09
H 0.08 -4.60 -3.43
H -1.02 -3.63 -4.36
H -1.91 -4.30 -0.91
H -3.69 -4.30 -0.73
H -2.87 -2.77 -0.66
H -3.58 -4.11 -6.83
H -4.36 -5.55 -6.12
H -2.61 -5.44 -6.12
C 2.51 -2.51 0.71
O 3.37 -3.62 0.88
P 3.69 -4.17 2.31
O 4.01 -3.18 3.33
O 2.40 -5.04 2.60
C 2.29 -5.85 3.80
O 4.84 -5.20 2.05
C 4.75 -6.20 1.04
H 2.92 -1.85 -0.05
H 2.42 -1.90 1.61
H 1.50 -2.81 0.42
H 3.26 -5.80 4.29
H 2.08 -6.86 3.46
H 1.43 -5.50 4.36
H 4.04 -5.92 0.26
H 4.50 -7.16 1.47
H 5.73 -6.28 0.57
C -2.58 2.08 -7.71
O -3.37 1.19 -6.91
P -3.57 1.53 -5.39
O -2.43 2.10 -4.69
O -4.88 2.43 -5.43
C -5.21 3.26 -4.33
O -4.14 0.23 -4.72
C -3.32 -0.95 -4.64
H -1.92 2.69 -7.09
H -3.24 2.69 -8.32
H -1.97 1.51 -8.41
H -4.38 3.46 -3.66
H -6.06 2.82 -3.81
H -5.52 4.24 -4.71
H -2.34 -0.80 -5.10
H -3.83 -1.79 -5.11
H -3.17 -1.19 -3.59
C -2.14 1.22 4.47
O -0.98 0.36 4.50
P -1.10 -1.14 4.87
O -2.17 -1.89 4.21
O 0.36 -1.63 4.52
C 0.66 -3.03 4.63
O -1.25 -1.13 6.45
C -1.72 -2.29 7.15
H -1.94 2.04 5.15
H -3.04 0.66 4.70
H -2.21 1.66 3.48
H 1.00 -3.31 3.63
H -0.25 -3.62 4.78
H 1.40 -3.27 5.39
H -2.09 -3.03 6.45
H -2.57 -2.00 7.76
H -0.93 -2.69 7.77
C 1.68 1.10 3.46
O 2.59 2.14 3.82
P 3.81 2.49 2.91
O 3.53 3.21 1.67
O 4.68 3.26 3.98
C 6.04 3.56 3.69
O 4.52 1.08 2.68
C 5.08 0.73 1.44
H 1.89 0.71 2.46
H 0.67 1.51 3.45
H 1.76 0.29 4.17
H 6.14 4.61 3.40
H 6.45 2.95 2.88
H 6.65 3.39 4.57
H 4.44 1.02 0.60
H 5.21 -0.35 1.39
H 6.05 1.20 1.26
C -0.55 -0.71 1.45
O -0.07 -0.20 0.21
P -0.51 1.24 -0.26
O -0.68 2.24 0.80
O 0.55 1.58 -1.34
C 1.75 2.21 -0.86
O -1.82 0.93 -1.07
C -2.51 2.08 -1.56
H -1.19 -1.58 1.27
H -1.14 0.00 2.03
H 0.31 -1.00 2.06
H 2.11 1.75 0.06
H 1.57 3.26 -0.63
H 2.50 2.12 -1.64
H -1.88 2.76 -2.13
H -2.91 2.62 -0.70
H -3.34 1.84 -2.22
C -2.09 5.56 -0.84
O -0.73 5.42 -0.47
P 0.25 6.65 -0.41
O -0.27 7.83 0.28
O 1.54 5.98 0.20
C 1.50 5.53 1.57
O 0.68 6.91 -1.89
C 1.54 6.02 -2.59
H -2.39 6.54 -1.23
H -2.77 5.30 -0.03
H -2.24 4.84 -1.65
H 0.60 5.87 2.08
H 2.38 5.93 2.08
H 1.53 4.45 1.59
H 2.54 6.45 -2.69
H 1.14 5.88 -3.59
H 1.66 5.05 -2.10
```

Results of the Löwdin charge analysis, in e, for atoms 1 through 99:
1 C -0.107
2 O -0.210
3 P 0.313
4 O -0.205
5 O -0.221
6 C -0.070
7 O -0.228
8 C -0.069
9 H 0.089
10 H 0.091
11 H 0.086
12 H 0.092
13 H 0.091
14 H 0.086
15 H 0.092
16 H 0.097
17 H 0.083
18 C -0.087
19 O -0.201
20 P 0.290
21 O -0.206
22 O -0.237
23 C -0.053
24 O -0.192
25 C -0.083
26 H 0.094
27 H 0.073
28 H 0.090
29 H 0.095
30 H 0.092
31 H 0.069
32 H 0.087
33 H 0.091
34 H 0.092
35 C -0.089
36 O -0.194
37 P 0.314
38 O -0.219
39 O -0.196
40 C -0.088
41 O -0.193
42 C -0.073
43 H 0.082
44 H 0.091
45 H 0.087
46 H 0.069
47 H 0.094
48 H 0.089
49 H 0.092
50 H 0.075
51 H 0.083
52 C -0.049
53 O -0.242
54 P 0.306
55 O -0.225
56 O -0.220
57 C -0.077
58 O -0.195
59 C -0.091
60 H 0.096
61 H 0.091
62 H 0.087
63 H 0.070
64 H 0.086
65 H 0.102
66 H 0.079
67 H 0.091
68 H 0.089
69 C -0.064
70 O -0.178
71 P 0.339
72 O -0.214
73 O -0.190
74 C -0.092
75 O -0.200
76 C -0.101
77 H 0.076
78 H 0.083
79 H 0.088
80 H 0.093
81 H 0.077
82 H 0.092
83 H 0.074
84 H 0.086
85 H 0.084
86 C -0.096
87 O -0.194
88 P 0.311
89 O -0.212
90 O -0.182
91 C -0.075
92 O -0.180
93 C -0.108
94 H 0.093
95 H 0.069
96 H 0.059
97 H 0.059
98 H 0.069
99 H 0.097

=====

- What is the energy above the lowest of the compared OMol25 structures with the same formula, charge and spin in the third record?
  14.6 kJ/mol

=====

- What is the formula in the second record?
  C5H8F3N3S

=====

- Which value of orbital gap does entry 2 give?
  0.329 Ha